1.
DFT (ωB97M-V with the def2-TZVPD basis set) results for a cluster of 2 separate species, C2H10O2Si2 in total.

Results
highest occupied orbital energy	-9.71	eV
orbital gap	9.7	eV
E_LUMO	-0.1	eV
relative energy (zero: lowest compared OMol25 entry of this formula, charge and spin)	82.5	kcal per mole

The geometry in ORCA input format:
```
! wB97M-V def2-TZVPD RIJCOSX def2/J DEFGRID3
* xyz 0 1
C -1.19 2.74 0.36
Si -0.13 1.14 0.32
C 1.62 1.44 0.97
O -0.75 -0.22 0.00
H -0.80 3.68 -0.26
H -2.23 2.59 0.09
H -1.06 3.25 1.35
H 2.24 0.54 1.35
H 2.04 2.04 0.26
H 1.46 2.06 1.90
O -0.30 -2.17 -1.83
Si -0.15 -3.53 -0.95
H -0.46 -1.34 -1.38
H -1.09 -4.73 -1.41
H -0.25 -3.15 0.43
H 1.05 -4.33 -1.21
*
```

Here are the natural (NBO) charges for atoms 1 to 2, given in e: number 1, C, carries -1.19; number 2, Si, carries 2.02

=====

2.
DFT (ωB97M-V with the def2-TZVPD basis set) results for a cluster of 4 separate species, C2H10O4 in total.

Results
highest occupied orbital energy	-9.21	eV
orbital gap	9.5	eV
E_LUMO	0.3	eV
relative energy (zero: lowest compared OMol25 entry of this formula, charge and spin)	13.6	kcal per mole

The geometry in ORCA input format:
```
! wB97M-V def2-TZVPD RIJCOSX def2/J DEFGRID3
* xyz 0 1
C -1.46 -1.38 -0.61
C -0.93 -0.88 -1.72
O 0.27 -0.30 -1.84
H -2.43 -1.83 -0.62
H -0.91 -1.32 0.32
H -1.52 -0.93 -2.64
H 0.82 -0.56 -1.08
O 1.81 -0.77 0.57
H 1.68 -1.73 0.61
H 2.76 -0.60 0.73
O -0.12 2.45 0.13
H -0.63 3.21 -0.19
H -0.56 1.69 -0.27
O 0.35 0.86 2.59
H 0.79 0.42 1.86
H 0.06 1.68 2.15
*
```

Here are the natural (NBO) charges for atoms 1 to 2, given in e: number 1, C, carries -0.56; number 2, C, carries 0.15

=====

3.
DFT (ωB97M-V with the def2-TZVPD basis set) results for a structure of composition C2H10OSSi2.

Results
highest occupied orbital energy	-8.82	eV
orbital gap	8.4	eV
E_LUMO	-0.4	eV
relative energy (zero: lowest compared OMol25 entry of this formula, charge and spin)	11.4	kcal per mole

The geometry in ORCA input format:
```
! wB97M-V def2-TZVPD RIJCOSX def2/J DEFGRID3
* xyz 0 1
C -0.08 1.00 -1.40
C -1.26 1.98 0.86
O 0.48 -0.55 0.52
Si -0.01 -0.91 -1.39
Si 1.12 -1.35 1.84
S 0.16 1.50 0.24
H 0.66 1.51 -1.96
H -1.13 1.44 -1.67
H -1.33 2.12 1.91
H -2.08 1.81 0.14
H -1.36 -1.78 -1.09
H -0.36 -0.97 -2.81
H 1.46 -1.39 -1.46
H 0.87 -0.23 2.74
H 2.73 -1.69 1.63
H 0.15 -2.51 1.91
*
```

Here are the natural (NBO) charges for atoms 1 to 2, given in e: number 1, C, carries -1.03; number 2, C, carries -0.71

=====

4.
DFT (ωB97M-V with the def2-TZVPD basis set) results for a structure of composition C2H11Ag2F2O6.

Results
highest occupied orbital energy (spin up / spin down)	-13.40 / -13.40	eV
orbital gap (spin up / spin down)	8.4 / 4.5	eV
E_LUMO (spin up / spin down)	-5.0 / -8.9	eV

The geometry in ORCA input format:
```
! wB97M-V def2-TZVPD RIJCOSX def2/J DEFGRID3
* xyz 1 3
Ag -9.30 -14.73 -12.42
Ag -10.98 -15.31 -9.27
F -11.33 -14.45 -11.43
F -9.04 -15.70 -10.34
C -5.37 -15.46 -14.08
C -6.70 -15.13 -13.54
O -7.58 -14.52 -14.20
O -7.05 -15.48 -12.37
H -4.58 -15.55 -13.35
H -5.13 -14.72 -14.85
H -5.46 -16.41 -14.61
O -6.86 -14.00 -8.93
H -7.47 -13.50 -8.38
H -7.38 -14.72 -9.30
O -7.79 -17.58 -8.44
H -8.08 -16.94 -9.10
H -7.00 -17.98 -8.82
O -9.67 -18.49 -10.84
H -9.17 -17.67 -10.95
H -10.49 -18.22 -10.43
O -9.00 -12.87 -11.17
H -9.44 -12.75 -10.33
H -8.62 -12.01 -11.38
*
```

Here are the natural (NBO) charges for atoms 1 to 2, given in e: number 1, Ag, carries 1.38; number 2, Ag, carries 0.98